24
Properties=species:S:1:pos:R:3 method="wB97M-V/def2-TZVPD" orbital_gap_ev=8.1 relative_energy_kcal_mol=180.62 charge=0 e_homo_ev=-7.51 energy_ev=-13074.2391
O -0.63 -0.65 -0.25
N -2.43 0.80 -0.03
C 2.40 -1.38 -0.41
C -1.49 1.91 -0.53
C 3.43 -0.41 -0.19
C 1.74 1.10 0.60
C -1.85 -0.44 -0.02
C 2.94 0.91 0.02
C -2.75 -1.58 0.34
C 0.78 0.17 0.61
C 1.11 -0.99 0.01
H 0.44 -1.92 -0.31
H -0.26 0.38 1.23
H -3.75 -1.40 0.55
H -0.67 1.27 -1.10
H -2.65 -2.24 -0.58
H 2.76 -2.40 -0.87
H 1.49 2.06 1.10
H -2.34 -2.10 1.21
H -2.07 2.38 -1.35
H -3.43 1.00 -0.21
H 3.80 1.63 0.22
H 4.53 -0.71 -0.23
H -1.10 2.62 0.20

***

24
Properties=species:S:1:pos:R:3 method="wB97M-V/def2-TZVPD" orbital_gap_ev="8.0 / 8.0" relative_energy_kcal_mol=145.49 charge=0 e_homo_ev="-8.08 / -8.09" energy_ev=-13075.7626
O -2.41 1.05 -0.72
N -0.11 0.19 1.37
C -0.35 -0.01 0.05
C 1.59 1.27 -0.58
C 2.06 1.28 0.74
C -2.68 -0.52 1.08
C 1.57 -1.75 -1.63
C 0.40 0.76 -0.92
C -1.87 -0.15 -0.24
C 0.98 0.74 1.75
C 0.69 -1.93 -0.74
H -2.06 1.72 -0.14
H 1.84 -0.72 -1.88
H 1.98 -2.55 -2.32
H 2.06 1.92 -1.39
H 1.24 0.84 2.81
H -2.17 -1.44 1.49
H -0.07 0.86 -1.91
H -3.66 -0.86 0.89
H 0.38 -2.84 -0.40
H -2.19 -0.80 -1.00
H -2.58 0.08 1.90
H 2.43 2.21 0.98
H 2.93 0.65 0.81

***

24
Properties=species:S:1:pos:R:3 method="wB97M-V/def2-TZVPD" orbital_gap_ev=9.9 relative_energy_kcal_mol=1.78 charge=0 e_homo_ev=-9.18 energy_ev=-13081.9944 smiles="Cc1ccccc1.CC(N)=O"
O 2.00 -4.09 -0.68
N 1.80 -2.47 0.87
C -0.76 3.50 -0.02
C -2.40 1.74 0.76
C -2.77 0.42 0.95
C -1.93 -0.60 0.49
C -0.44 1.04 -0.40
C -0.77 -0.30 -0.18
C 2.15 -2.93 -0.36
C -1.21 2.08 0.11
C 2.76 -1.89 -1.27
H 0.32 3.59 0.03
H 1.90 -1.52 1.15
H -0.04 -1.02 -0.49
H 1.37 -3.09 1.54
H -3.02 2.57 1.09
H -1.17 4.15 0.77
H 2.02 -1.44 -1.94
H -1.10 3.95 -0.96
H 3.32 -1.17 -0.69
H -3.69 0.19 1.46
H 3.47 -2.38 -1.93
H 0.45 1.31 -0.95
H -2.24 -1.63 0.66

***

25
Properties=species:S:1:pos:R:3 method="wB97M-V/def2-TZVPD" orbital_gap_ev=9.3 relative_energy_kcal_mol=18.95 charge=0 e_homo_ev=-8.68 energy_ev=-15128.8105 smiles="Cc1ccc(O)cc1.CC(N)=O"
O 0.41 -2.73 0.19
O -4.13 -0.54 -2.57
N -3.61 1.01 -1.01
C 1.99 1.04 0.78
C 2.42 0.25 -0.28
C 2.63 2.41 0.95
C 1.06 0.53 1.70
C -3.37 -0.15 -1.70
C 1.80 -0.97 -0.55
C -2.35 -1.09 -1.12
C 0.72 -0.80 1.59
C 1.06 -1.54 0.47
H 2.80 2.90 0.00
H -2.57 -1.48 -0.13
H -2.19 -1.92 -1.80
H -2.95 1.19 -0.27
H 3.61 2.21 1.39
H -4.08 1.74 -1.45
H 0.31 -3.25 0.98
H 2.00 3.00 1.60
H 0.60 1.27 2.35
H 0.07 -1.30 2.30
H 3.18 0.53 -1.00
H 1.90 -1.56 -1.44
H -1.32 -0.74 -1.01